The following is a quantum chemistry calculation of a cluster of 5 separate species, C27H55BrIN6O6 in total at a distorted geometry, from the OMol25 dataset.

Its net charge is +1. The value obtained for the HOMO energy is -10.364 eV. The calculation puts the calculated total energy at -128250.53283 eV. Its HOMO-LUMO gap is 5.97 eV.

Each line ends with the Mulliken charge.
Geometry (Å):
C (-5.0076, -4.9108, -2.4746)  -1.125
C (-6.1925, -4.3235, -1.6491)  0.124
Br (-7.9062, -4.8996, -2.4139)  -0.117
C (-6.2102, -2.7544, -1.5268)  -1.254
C (-4.8749, -2.0677, -1.8124)  0.324
C (-3.6795, -2.3711, -1.1095)  -0.648
N (-2.5142, -1.7817, -1.4220)  0.273
C (-2.3557, -0.8656, -2.4090)  -0.975
C (-3.5001, -0.5097, -3.1418)  0.719
C (-3.4530, 0.4844, -4.3255)  -1.358
C (-3.4462, -0.3941, -5.6268)  0.198
O (-3.1475, -1.5394, -5.5343)  -0.380
I (-3.9661, 0.3854, -7.5552)  0.108
C (-4.8141, -1.0924, -2.8685)  0.520
N (-5.9314, -0.7127, -3.6303)  -0.611
C (-6.7427, -0.0155, -3.0086)  0.661
O (-7.4056, 0.6754, -2.3603)  -0.361
H (-5.3906, -5.8232, -2.9741)  0.482
H (-4.2039, -5.2572, -1.7996)  0.290
H (-4.6347, -4.2556, -3.2793)  0.235
H (-6.1211, -4.7375, -0.6298)  0.430
H (-7.0194, -2.3811, -2.1793)  0.530
H (-6.5247, -2.4836, -0.4951)  0.344
H (-3.7363, -3.1281, -0.3211)  0.545
H (-1.6849, -2.0714, -0.9090)  0.342
H (-1.3922, -0.4219, -2.6799)  0.584
H (-4.3932, 1.0617, -4.2546)  0.460
H (-2.5803, 1.1587, -4.2696)  0.600
C (-2.1297, 1.6720, 2.9068)  -1.519
C (-1.5880, 2.3815, 1.6697)  0.436
C (-2.6836, 2.9118, 0.7318)  -0.902
O (-3.3065, 1.9077, -0.0591)  -0.233
C (-4.3031, 1.1639, 0.5605)  -0.350
N (-0.6694, 1.4774, 0.9660)  -0.539
H (-2.4958, 0.6682, 2.6866)  0.291
H (-1.3430, 1.5659, 3.6546)  0.357
H (-2.9439, 2.2408, 3.3605)  0.366
H (-1.0146, 3.2447, 2.0192)  0.425
H (-2.2159, 3.5965, 0.0195)  0.313
H (-3.4337, 3.4962, 1.2771)  0.439
H (-4.8839, 1.7525, 1.2757)  0.393
H (-3.8652, 0.2885, 1.0520)  0.121
H (-4.9669, 0.8053, -0.2312)  -0.020
H (-0.2347, 1.9864, 0.1983)  0.324
H (-1.2379, 0.7746, 0.4983)  0.104
C (4.8599, 2.0735, 2.2706)  -1.440
C (3.7077, 1.9180, 1.2848)  0.459
C (3.6173, 3.0557, 0.2530)  -0.574
O (3.0779, 4.2657, 0.7552)  -0.418
C (4.0004, 5.0800, 1.4615)  -0.704
N (2.4562, 1.7707, 2.0386)  -0.473
H (4.6548, 2.8169, 3.0396)  0.290
H (5.0438, 1.1317, 2.7831)  0.218
H (5.7824, 2.3575, 1.7579)  0.420
H (3.8818, 0.9906, 0.7283)  0.317
H (2.9299, 2.7380, -0.5389)  0.190
H (4.5862, 3.2361, -0.2295)  0.478
H (5.0075, 5.0165, 1.0410)  0.315
H (4.0155, 4.8115, 2.5196)  0.270
H (3.6589, 6.1129, 1.3890)  0.260
H (1.7011, 1.5697, 1.3885)  0.077
H (2.2171, 2.6894, 2.4070)  0.315
C (5.2550, -0.0846, 7.1298)  -1.459
C (3.8940, 0.1322, 6.4752)  0.180
C (3.0212, -1.1345, 6.4336)  -0.642
O (3.3952, -2.0769, 5.4421)  -0.386
C (4.4739, -2.9216, 5.8033)  -0.650
N (4.0951, 0.6966, 5.1364)  -0.470
H (5.9548, -0.6039, 6.4750)  0.275
H (5.7083, 0.8750, 7.3824)  0.363
H (5.1600, -0.6598, 8.0537)  0.366
H (3.3596, 0.8726, 7.0790)  0.406
H (2.0019, -0.8314, 6.1767)  0.334
H (2.9649, -1.6142, 7.4191)  0.428
H (4.4653, -3.1638, 6.8696)  0.304
H (5.4269, -2.4647, 5.5278)  0.226
H (4.3779, -3.8485, 5.2366)  0.255
H (3.1883, 0.9328, 4.7380)  0.161
H (4.4301, -0.0556, 4.5387)  0.322
C (2.8339, -1.7971, -3.4928)  -1.331
C (3.0368, -0.3652, -3.9800)  0.282
C (1.7211, 0.3858, -4.2508)  -0.226
O (1.0692, 0.0234, -5.4566)  -0.426
C (0.2937, -1.1573, -5.3829)  -0.464
N (3.9033, -0.3852, -5.1605)  -0.713
H (2.5558, -2.4768, -4.2983)  0.291
H (3.7572, -2.1811, -3.0580)  0.359
H (2.0594, -1.8443, -2.7215)  0.263
H (3.5591, 0.1757, -3.1846)  0.438
H (1.9558, 1.4483, -4.3563)  0.377
H (1.0296, 0.3015, -3.3978)  -0.045
H (-0.1788, -1.2767, -4.4017)  0.087
H (0.9044, -2.0314, -5.6161)  0.292
H (-0.4895, -1.0941, -6.1387)  0.261
H (4.1208, 0.5719, -5.4264)  0.274
H (3.3494, -0.7319, -5.9407)  0.320

***

The following is a quantum chemistry calculation of a cluster of 10 separate species, C27H55Cl9N4O13 in total at a distorted geometry, from the OMol25 dataset.

As for the SMILES: CCOC(=O)OC.CCOC(=O)OC.CCOC(=O)OC.ClC(Cl)Cl.ClC(Cl)Cl.ClC(Cl)Cl.CNC(C)=O.CNC(C)=O.CNC(C)=O.CNC(C)=O. The value obtained for the HOMO energy is -9.056 eV. The calculation puts the calculated total energy at -174171.72356 eV. Its HOMO-LUMO gap is 9.07 eV.

Each line ends with the Mulliken charge.
Geometry (Å):
C (-0.1539, -5.9472, 0.4856)  -0.257
Cl (-1.4903, -6.2068, -0.6267)  -0.082
Cl (-0.7728, -5.1120, 1.9300)  -0.089
Cl (1.2608, -4.9080, -0.1625)  -0.072
H (0.1565, -6.9582, 0.7493)  0.459
C (-3.3309, 2.1642, -3.3740)  -0.226
Cl (-3.5976, 2.9870, -1.7783)  -0.123
Cl (-3.4938, 0.4479, -3.1450)  -0.036
Cl (-1.6513, 2.4645, -4.0349)  -0.104
H (-4.0742, 2.6438, -4.0109)  0.464
C (-1.4995, 3.5205, 3.5391)  -0.306
Cl (-2.8647, 3.0829, 2.5133)  -0.137
Cl (-0.2658, 4.4305, 2.6784)  -0.187
Cl (-0.8142, 2.0968, 4.3056)  -0.121
H (-1.8727, 4.2233, 4.2840)  0.584
C (3.0909, -5.1690, -3.3826)  -0.833
C (1.8249, -5.1461, -4.2587)  -0.231
O (0.6765, -4.7306, -3.5357)  -0.337
C (0.2834, -3.4552, -3.5448)  0.812
O (0.7054, -2.5983, -4.3388)  -0.690
O (-0.6120, -3.3139, -2.5984)  -0.106
C (-1.2750, -2.0801, -2.4330)  -0.131
H (2.9823, -5.9595, -2.6400)  0.301
H (3.1738, -4.3045, -2.7239)  0.068
H (4.0076, -5.2370, -3.9684)  0.375
H (1.6096, -6.1497, -4.6253)  0.311
H (2.1012, -4.5146, -5.1031)  0.290
H (-2.0350, -2.0953, -1.6518)  -0.318
H (-1.8298, -1.8953, -3.3529)  0.418
H (-0.5833, -1.2639, -2.2241)  0.057
C (0.4533, 2.7288, -0.7240)  -0.791
C (-0.7003, 1.8495, -0.3602)  0.585
O (-0.2904, 1.1842, 0.8036)  0.414
C (-0.7618, -0.0475, 1.1124)  0.177
O (-1.6288, -0.6662, 0.5265)  -0.620
O (-0.0533, -0.5587, 2.1077)  -0.198
C (-0.1639, -1.9602, 2.4217)  -0.872
H (1.4130, 2.2243, -0.8362)  0.079
H (0.6984, 3.3976, 0.1010)  -0.202
H (0.2312, 3.3233, -1.6102)  0.473
H (-0.8440, 1.1680, -1.1986)  -0.213
H (-1.6355, 2.3849, -0.1966)  -0.014
H (0.3678, -2.1856, 3.3462)  0.352
H (0.3600, -2.5324, 1.6560)  0.189
H (-1.2110, -2.2624, 2.4068)  0.376
C (2.4592, -1.6825, -0.7610)  -0.355
C (3.1790, -0.3427, -0.6969)  -0.189
O (2.9550, 0.3446, 0.5602)  0.029
C (3.8118, 0.1326, 1.6041)  0.480
O (4.6990, -0.7123, 1.6023)  -0.592
O (3.7186, 1.0939, 2.6083)  -0.403
C (2.5296, 1.8907, 2.7964)  0.351
H (1.4282, -1.6239, -1.1100)  0.158
H (2.4549, -2.2095, 0.1931)  0.314
H (2.9406, -2.4386, -1.3812)  0.062
H (2.7797, 0.3509, -1.4368)  -0.442
H (4.2260, -0.3525, -1.0001)  0.527
H (2.4041, 2.5791, 1.9607)  0.041
H (2.5341, 2.4372, 3.7395)  0.269
H (1.6410, 1.2601, 2.7671)  -0.246
C (-5.2704, 2.7794, 5.1684)  -0.931
C (-5.0693, 1.5332, 4.3404)  0.589
O (-5.7652, 1.2780, 3.3376)  -0.638
N (-4.1927, 0.6022, 4.7894)  -0.066
C (-3.9608, -0.6572, 4.1414)  -0.659
H (-4.5488, 3.4911, 4.7675)  0.124
H (-5.0898, 2.5963, 6.2276)  0.348
H (-6.2609, 3.2302, 5.1075)  0.328
H (-3.5968, 0.9031, 5.5474)  0.228
H (-4.8486, -1.2284, 3.8703)  0.321
H (-3.3098, -1.2581, 4.7764)  0.366
H (-3.3708, -0.4918, 3.2400)  -0.013
C (4.5549, -1.7882, -4.6662)  -1.119
C (4.1046, -0.4818, -4.1154)  0.931
O (4.8354, 0.2787, -3.5116)  -0.680
N (2.8830, -0.1131, -4.4271)  -0.078
C (2.2567, 1.1562, -4.1654)  -0.845
H (4.8672, -2.5012, -3.9032)  0.212
H (5.4088, -1.6287, -5.3246)  0.347
H (3.8074, -2.2580, -5.3054)  0.315
H (2.2906, -0.8134, -4.8500)  0.126
H (1.7306, 1.1363, -3.2109)  0.144
H (1.6483, 1.3817, -5.0413)  0.421
H (2.9430, 2.0016, -4.1176)  0.317
C (-3.8827, -3.9766, 0.2081)  -0.283
C (-4.8326, -2.8162, 0.2163)  0.497
O (-6.0162, -2.9590, 0.4335)  -0.690
N (-4.2287, -1.6051, 0.0525)  0.331
C (-4.9587, -0.3672, 0.2491)  -0.828
H (-3.9262, -4.5331, 1.1443)  0.264
H (-2.8614, -3.6470, 0.0174)  -0.167
H (-4.1985, -4.6630, -0.5776)  0.318
H (-3.2341, -1.4904, 0.1858)  0.088
H (-5.0378, -0.1148, 1.3065)  0.295
H (-5.9858, -0.4041, -0.1141)  0.400
H (-4.4293, 0.4663, -0.2125)  0.060
C (2.4198, 5.6667, -0.0536)  -0.731
C (3.4255, 5.7536, 1.0648)  0.788
O (4.5448, 6.2259, 0.8695)  -0.665
N (3.0161, 5.4051, 2.2958)  0.132
C (3.8751, 5.4575, 3.4581)  -0.983
H (2.4689, 6.4910, -0.7650)  0.421
H (1.4080, 5.6730, 0.3519)  0.176
H (2.5326, 4.7857, -0.6854)  0.054
H (2.0398, 5.2634, 2.5124)  -0.004
H (4.8249, 5.9874, 3.3867)  0.321
H (4.0626, 4.4491, 3.8272)  0.262
H (3.2761, 6.0119, 4.1805)  0.363